(1)
{
  "formula": "C6H45N2O17",
  "method": "ωB97M-V/def2-TZVPD",
  "elements": ["C", "C", "N", "C", "C", "N", "C", "C", "H", "H", "H", "H", "H", "H", "H", "H", "H", "H", "H", "O", "H", "H", "O", "H", "H", "O", "H", "H", "O", "H", "H", "O", "H", "H", "O", "H", "H", "O", "H", "H", "O", "H", "H", "O", "H", "H", "O", "H", "H", "O", "H", "H", "O", "H", "H", "O", "H", "H", "O", "H", "H", "O", "H", "H", "O", "H", "H", "O", "H", "H"],
  "xyz": [[-0.412860, 2.328078, 1.208136], [-1.169450, 1.018608, 1.443826], [-0.778030, -0.019422, 0.473206], [-1.431190, -0.252422, -0.677484], [-0.572840, -1.047502, -1.456084], [0.514510, -1.407962, -0.680114], [0.360450, -0.783142, 0.546776], [1.638430, -2.235962, -1.045664], [-0.462630, 3.168728, 1.900176], [-0.681400, 2.826698, 0.276806], [0.634740, 2.234258, 0.922086], [-2.253690, 1.109398, 1.378516], [-1.015590, 0.711468, 2.478276], [-2.430240, 0.085588, -0.909964], [-0.672690, -1.368652, -2.482384], [1.067080, -0.805242, 1.363226], [2.313830, -1.784442, -1.772334], [1.278540, -3.223672, -1.333784], [2.322180, -2.304032, -0.199534], [-3.623010, -0.973932, 1.681116], [-4.036960, -1.637192, 1.128876], [-3.645720, -0.174942, 1.154486], [1.887820, 2.542708, 2.369896], [1.272420, 1.814858, 2.281896], [2.148820, 2.526308, 3.290676], [0.891270, -1.064052, -3.113164], [1.650140, -0.629772, -3.502714], [0.500240, -1.556852, -3.834614], [3.635740, -0.818142, -0.111074], [3.630340, -0.934312, -1.061184], [4.563250, -0.818582, 0.125476], [3.749050, -1.509452, -2.159804], [3.188640, -2.280282, -2.249154], [3.498030, -0.944252, -2.890404], [2.624490, -4.293622, -0.717134], [2.155700, -5.075852, -1.007984], [2.468680, -3.649692, -1.408014], [-2.034460, -1.935932, -2.681574], [-2.748080, -1.885252, -2.045644], [-2.292260, -2.640562, -3.275944], [1.066750, 1.986368, -0.996644], [1.741230, 2.637628, -1.189434], [0.758320, 1.698698, -1.855914], [-2.910370, 2.804598, 1.398026], [-3.457910, 3.420198, 0.910706], [-3.065020, 1.959608, 0.975746], [-4.008220, 0.753158, 0.481216], [-3.522200, 1.446318, 0.034506], [-4.857440, 0.732888, 0.040046], [-1.358300, 4.346928, 0.956996], [-1.840300, 3.689428, 1.458596], [-0.712840, 4.693218, 1.573186], [0.350120, 0.921748, -2.690574], [0.596290, 0.004718, -2.569374], [-0.001840, 0.960228, -3.579894], [-1.585720, 1.772538, 3.365406], [-2.524890, 1.956898, 3.379476], [-1.498380, 0.936458, 3.823186], [1.548680, 0.217128, 2.543216], [0.732930, 0.053198, 3.016406], [2.151330, 0.545508, 3.210456], [2.329570, 0.595848, 0.330326], [2.824280, -0.008702, -0.222864], [1.850350, 1.148568, -0.287004], [-0.261450, -0.156632, 3.705216], [-1.134410, -0.301902, 3.340436], [-0.176700, -0.815402, 4.394466], [-0.148530, -3.812352, -2.972784], [0.369200, -3.047092, -2.722624], [-0.987850, -3.451372, -3.258224]],
  "forces_ev_per_angstrom": [[1.3425, -1.1645, -2.0004], [1.6043, -1.2836, -0.9483], [1.8897, -1.3355, 1.4401], [1.7354, -1.7920, -2.6283], [-0.4900, 0.7441, 3.0845], [-1.7083, 1.9297, 1.9568], [-1.2851, 0.4506, -2.3025], [-1.8513, 1.1205, 1.4641], [0.4990, -2.5747, 0.7685], [-0.4122, -1.2591, -0.0021], [-0.7608, -0.8342, 0.4915], [2.0197, -1.4906, 0.3126], [0.6482, -0.2487, -4.5015], [0.5905, 0.1964, -0.0733], [0.4580, 1.1529, 2.8362], [-0.0440, -0.1794, -0.1899], [-4.1333, 0.1808, 1.6605], [-1.2216, 1.2644, 0.3046], [-0.9409, -0.2213, 0.2358], [0.7011, -3.3624, 2.4538], [0.0095, -0.4262, 0.1807], [0.5504, -1.3804, 0.9257], [1.1476, 2.3084, 0.9105], [0.4179, -0.1773, -0.0937], [0.2466, 0.3442, 0.2314], [3.9348, -4.3756, -4.3037], [0.6093, 0.0706, -0.8226], [-0.2539, -0.2545, -0.6614], [6.5652, -5.5357, 2.4542], [0.8555, -0.1088, 0.5722], [0.3287, 0.1982, 0.3532], [3.2520, -0.6141, -5.7012], [1.7394, -0.9491, -0.9826], [0.5890, 0.2289, -0.7359], [1.7126, -2.0125, 0.2826], [0.0674, -0.5819, -0.1239], [1.0238, -1.6974, 0.1147], [-4.2668, -2.1304, -2.7981], [-0.2772, 0.0020, 0.4125], [-1.2483, -0.0702, -0.5308], [0.6719, 3.9127, 1.0818], [0.2320, 0.5372, 0.3171], [-0.3368, 0.7667, -0.3022], [-3.4343, 0.0834, 0.1571], [-0.3714, 0.7543, 0.0632], [0.2952, 1.8019, 1.7958], [-2.2706, 3.7014, -3.9098], [-0.4748, -0.3515, -1.9044], [-0.7129, -0.1128, 0.0354], [-0.6400, 5.8701, -0.6418], [0.2814, 0.5560, -0.0713], [0.1627, 0.8106, -0.2763], [-2.1864, 2.2396, -3.8253], [-0.8773, 1.0308, 0.8617], [-0.2440, 0.3504, -0.1947], [-2.3743, 2.8811, 4.7524], [-0.4126, 0.5385, 0.1520], [-0.4624, 1.4527, 1.4819], [2.6543, -0.8057, 0.2562], [0.9194, -0.0667, -0.3010], [0.5898, -0.1196, -0.1999], [-2.7227, 3.2754, 1.1646], [-1.1603, 2.1717, 0.8348], [-0.3844, 0.4589, 0.5184], [-3.1252, -2.6395, 4.1127], [-0.2591, -1.6862, -0.3750], [0.3732, -0.4299, 0.5597], [0.3387, -0.5448, -0.5974], [-0.0851, -0.0970, 0.1981], [0.3713, -0.4712, 0.2098]],
  "mulliken_charge": [-1.88, 0.64, 1.10, -1.01, -1.61, 1.06, -0.53, -3.51, 1.15, 0.68, -0.62, 1.26, -1.75, 1.05, 0.77, 0.98, 0.53, 0.29, 1.01, -0.72, 0.26, 0.30, -0.64, 0.25, 0.30, -0.67, 0.41, 0.25, -0.46, 0.53, 0.26, -0.67, 1.27, 0.35, -0.59, 0.37, 0.51, -0.50, 0.20, 0.32, -0.70, 0.24, 0.34, -0.72, 0.40, -0.24, -0.50, 0.45, 0.33, -0.79, 0.59, 0.39, -0.55, 0.58, 0.24, -0.56, 0.34, 0.39, -0.82, 0.43, 0.30, -0.82, 0.45, 0.44, -0.57, 0.12, 0.31, -0.65, 0.28, 0.33],
  "charge": 1,
  "largest_force_ev_per_a": 8.93,
  "energy_ev": -44707.67320
}


(2)
{
  "formula": "HIS2",
  "method": "ωB97M-V/def2-TZVPD",
  "elements": ["S", "S", "I", "H"],
  "xyz": [[0.495456, -2.195580, -1.110970], [-0.457882, 2.769801, 1.314255], [0.682792, 1.015500, 0.458563], [-0.720367, -1.589722, -0.661848]],
  "forces_ev_per_angstrom": [[-1.6323, 1.9089, 1.1190], [-0.0251, -0.3178, -0.1659], [0.2210, -0.5583, -0.2706], [1.4363, -1.0329, -0.6825]],
  "mulliken_charge": [-0.32, -0.23, 0.45, 0.11],
  "charge": 0,
  "largest_force_ev_per_a": 2.75,
  "energy_ev": -29783.38191
}